1.
The following is a DFT calculation (ωB97M-V with the def2-TZVPD basis set) of a molecular structure, C13H32N3O4RuS3.

Structure (XYZ):
```
56
Properties=species:S:1:pos:R:3:forces:R:3
Ru -0.449849 -0.359595 -0.554710 -1.04 -2.16 1.47
C -2.015316 1.674834 1.287391 0.04 0.46 -0.05
C -1.530810 2.219167 -0.057619 -0.19 0.39 0.26
N -1.747252 1.200738 -1.088338 1.01 0.28 -0.49
C -3.147301 0.826313 -1.376648 -0.17 -0.40 -0.04
C -3.194438 -0.661300 -1.700706 -0.28 0.53 -0.20
N -2.352244 -1.447221 -0.756472 1.40 0.52 -0.61
C -2.949344 -1.816787 0.539058 -0.01 0.00 0.79
C -3.043250 -0.615516 1.455884 -0.37 -0.40 -0.10
N -1.813592 0.202480 1.368617 1.39 -0.42 -1.39
H -3.069494 1.906592 1.432998 -0.01 -0.16 0.08
H -1.471033 2.180892 2.083605 -0.02 -0.13 0.10
H -0.458560 2.418179 -0.024066 -0.05 0.05 -0.07
H -2.041423 3.156962 -0.296302 0.01 -0.04 0.01
H -1.309454 1.458111 -1.986365 -0.24 0.38 0.16
H -3.508566 1.381509 -2.243708 0.01 0.07 0.07
H -3.786150 1.082560 -0.536064 0.05 0.04 0.01
H -2.789951 -0.820032 -2.699952 0.02 -0.09 0.05
H -4.227134 -1.018536 -1.683875 0.08 -0.14 0.04
H -2.114126 -2.308692 -1.247537 0.09 -0.01 0.02
H -2.308839 -2.573202 0.994728 0.01 -0.05 -0.10
H -3.944167 -2.249562 0.403736 0.08 -0.10 -0.18
H -3.188432 -0.984323 2.472873 0.03 0.17 0.06
H -3.910101 -0.006889 1.211878 0.08 0.09 0.02
H -1.184097 -0.042728 2.127978 0.06 0.11 0.04
C 1.558242 -0.339280 -4.415031 -0.02 -0.20 0.29
S 0.411123 -0.108487 -3.109487 -0.34 1.43 -0.70
O -0.629402 0.822401 -3.476307 0.47 -0.32 -0.70
O 1.111497 0.391652 -1.856719 -0.46 -0.22 0.93
O -0.147088 -1.413138 -2.644615 -0.58 0.05 1.50
H 2.013765 0.621291 -4.652237 -0.08 0.10 0.07
H 0.995186 -0.709777 -5.272418 -0.07 0.01 0.01
H 2.308550 -1.061204 -4.099540 0.01 -0.01 0.00
C 2.450817 -2.013582 -0.203374 0.24 -0.11 0.06
S 0.732532 -2.454840 0.130599 -0.01 0.74 0.15
C 0.484510 -3.812354 -1.032754 -0.11 -0.12 -0.06
H 2.676605 -2.153089 -1.257242 -0.07 -0.01 -0.02
H 3.087973 -2.656997 0.402070 -0.01 -0.02 -0.04
H 2.593893 -0.973941 0.072366 -0.02 -0.02 0.04
H 0.567178 -4.744773 -0.476720 0.02 0.04 0.04
H 1.237726 -3.778283 -1.814199 -0.04 0.06 -0.03
H -0.501112 -3.754177 -1.487532 -0.01 -0.03 0.01
O 1.087293 0.366462 1.121972 -0.52 -0.96 -2.36
S 1.330018 1.078122 2.454496 -0.16 0.90 0.90
C 2.086530 2.715387 2.073614 0.01 -0.43 0.10
C 3.585779 2.501991 2.179799 0.29 0.15 0.14
C 3.802201 1.560517 3.362507 0.15 0.15 -0.13
C 2.878742 0.370457 3.147274 -0.16 -0.02 0.05
H 1.710922 3.390413 2.843993 -0.03 0.01 -0.01
H 1.741912 3.036607 1.091929 -0.14 -0.06 0.01
H 4.094475 3.452369 2.342431 -0.04 0.01 -0.06
H 3.985356 2.071404 1.259695 -0.04 -0.03 0.00
H 3.575024 2.062588 4.304222 -0.05 -0.01 -0.01
H 4.838220 1.226956 3.422459 -0.04 -0.07 0.01
H 2.632070 -0.167667 4.060590 -0.11 -0.03 -0.05
H 3.254388 -0.330982 2.401776 -0.06 0.05 -0.09
```
Positions in Å, forces in eV/Å.

- charge = +3
- HOMO level (spin up / spin down) (eV) = -18.94 / -18.83
- 2S+1 = 1

Atomic partial charges in e from the Löwdin method, atoms 1 to 5: number 1, Ru, carries 1.347; number 2, C, carries -0.131; number 3, C, carries -0.143; number 4, N, carries -0.162; number 5, C, carries -0.110

2.
The following is a DFT calculation (ωB97M-V with the def2-TZVPD basis set) of a molecular structure, C13H33AgN5O6.

Structure (XYZ):
```
58
Properties=species:S:1:pos:R:3:forces:R:3
Ag 0.618259 -0.210575 -0.489061 0.06 0.42 0.42
C -2.958243 0.903392 2.346837 0.16 0.53 0.85
C -1.686099 1.274229 1.587469 -0.65 -1.97 1.15
C -0.729250 2.046736 2.430546 0.68 2.28 -0.59
O -1.011988 0.004373 1.274163 0.05 0.80 -0.44
H -3.394886 1.819820 2.754739 -0.44 -0.07 -0.51
H -2.747083 0.362826 3.278331 0.40 -0.19 -0.23
H -3.667427 0.292179 1.789853 -0.09 0.32 -0.22
H -1.953169 1.779107 0.660791 0.30 -0.03 -0.12
H 0.036680 2.453928 1.756101 0.42 -0.60 0.21
H -0.275149 1.545859 3.278481 -0.14 -0.41 -0.11
H -1.127971 3.005774 2.789582 -0.53 -0.38 0.19
H -1.498409 -0.708214 1.692271 0.02 -0.17 -0.09
O -1.317704 0.311653 -1.657438 -0.71 0.92 -0.47
C -2.347797 0.368194 -2.347763 1.04 -1.23 0.64
N -2.425287 -0.353326 -3.479664 -0.44 0.21 -0.06
C -3.550014 1.178244 -1.978463 -0.59 -0.79 0.31
H -3.322018 -0.550391 -3.890810 0.14 0.22 -0.32
H -1.588661 -0.719658 -3.897199 0.01 -0.24 0.09
H -3.382894 2.175376 -2.378548 -0.41 0.12 0.11
H -3.791378 1.162179 -0.915281 0.80 0.40 0.14
H -4.454636 0.695126 -2.358226 0.12 0.42 -0.70
O 1.401601 -2.071885 0.615358 -0.18 0.04 0.01
C 1.892742 -3.176068 0.871656 0.44 0.14 -0.02
N 2.441160 -3.990113 -0.043796 0.23 -0.32 0.49
C 1.985522 -3.659166 2.311178 -0.47 0.99 -0.14
H 2.587569 -3.768544 -1.013357 -0.20 0.31 0.00
H 3.011459 -4.725792 0.341131 -0.11 -0.22 -0.32
H 2.761833 -4.392819 2.499495 -0.05 -0.10 -0.07
H 1.010854 -4.005171 2.656009 0.03 -0.29 -0.19
H 2.157914 -2.753637 2.895317 0.24 -0.15 0.09
O -0.901772 -2.144761 -0.820476 -0.56 -0.54 -0.30
C -1.518646 -3.012584 -1.451902 1.01 0.56 0.19
N -2.725655 -3.429665 -1.042612 -0.25 0.24 0.17
C -0.904881 -3.677624 -2.649047 0.46 -0.78 0.35
H -3.116142 -2.947004 -0.250311 -0.02 -0.14 0.09
H -3.202174 -4.250538 -1.371355 0.11 0.01 -0.26
H 0.079496 -3.285935 -2.896791 -0.27 0.62 -0.02
H -1.553377 -3.709455 -3.520315 -0.03 -0.15 0.03
H -0.636188 -4.688816 -2.315795 -0.49 -0.17 -0.31
O 2.390030 0.670093 0.552733 0.31 -0.24 0.11
C 3.428277 1.009162 1.151373 -0.74 -0.03 -1.17
N 4.626872 0.900113 0.544251 0.05 0.70 1.23
C 3.287260 1.659958 2.492783 0.50 0.18 0.72
H 4.737704 0.593865 -0.404200 -0.25 -0.18 -0.11
H 5.402820 1.392733 0.962937 0.09 -0.28 -0.06
H 2.731057 1.052650 3.206235 -0.10 -0.31 -0.36
H 2.710124 2.579321 2.393480 0.01 -0.01 -0.24
H 4.220866 1.909080 2.999072 0.13 -0.02 -0.31
O 0.398875 1.987152 -0.775382 -0.56 0.19 0.19
C 0.861915 3.074251 -1.162778 0.83 -0.44 0.09
N 2.041864 3.150043 -1.794622 -0.40 0.08 0.33
C 0.152718 4.364385 -0.907027 -0.87 0.34 0.26
H 2.412379 4.049263 -2.050050 0.14 -0.07 -0.06
H 2.636067 2.339013 -1.795355 0.05 -0.02 -0.22
H -0.357824 4.400826 0.057670 0.40 -0.43 0.18
H -0.695765 4.498496 -1.583046 0.34 -0.05 -0.39
H 0.818569 5.222343 -0.949173 0.00 -0.02 -0.23
```
Positions in Å, forces in eV/Å.

- charge = +2
- HOMO level (spin up / spin down) (eV) = -15.26 / -15.17
- 2S+1 = 2
- ⟨S²⟩ = 0.753

Atomic partial charges in e from the Löwdin method, atoms 1 to 5: number 1, Ag, carries 1.227; number 2, C, carries -0.046; number 3, C, carries -0.443; number 4, C, carries -0.057; number 5, O, carries -0.127

3.
The following is a DFT calculation (ωB97M-V with the def2-TZVPD basis set) of a molecular structure, C13H33AuCl2N2OP2S.

Structure (XYZ):
```
55
Properties=species:S:1:pos:R:3:forces:R:3
C -0.489709 -4.442368 -3.343172 0.09 -0.43 -0.23
C -0.899802 -3.267539 -2.605985 -0.09 4.37 2.08
H 0.475611 -4.395977 -3.819072 0.37 0.28 0.06
H -1.260885 -4.585563 -4.084807 -0.25 -0.28 -0.40
H -0.562890 -5.284345 -2.662794 0.04 -0.30 0.04
O -0.390239 -2.175003 -2.318838 -0.90 -4.12 -1.03
Cl -2.666968 -3.486391 -1.986342 1.30 -1.30 0.29
Au -0.613310 0.028745 0.928722 -0.08 -0.94 -0.42
P -1.836973 0.168346 -1.871361 -1.49 0.81 -2.74
C -1.007956 1.355433 -3.003599 0.85 -0.22 0.98
C -2.557308 -0.819800 -3.244450 0.18 -1.16 0.49
H -3.269920 -0.219240 -3.806134 0.06 0.33 0.16
H -3.725159 1.584974 -2.294068 0.16 -0.13 0.32
H -3.066032 -1.695593 -2.809725 -0.02 1.15 -0.70
H -4.088065 0.300697 -1.061567 0.09 0.36 -0.07
H -0.287204 0.791284 -3.603275 -0.05 0.24 0.09
H -1.768226 -1.206205 -3.901936 -0.33 0.41 0.11
C -3.361584 1.051262 -1.404293 0.35 -0.25 1.20
H -1.800874 1.763558 -3.635136 0.08 -0.03 0.11
H -3.113994 1.714228 -0.569436 -0.46 0.14 -0.15
H -0.494985 2.128301 -2.434402 0.06 0.18 -0.31
P 0.305409 -2.437432 1.071532 0.60 -1.39 1.49
C 2.113628 -2.541956 1.439807 -0.32 0.63 -0.78
C -0.411434 -2.725994 2.731255 -0.40 0.42 -0.51
H -0.945422 -4.289076 0.022401 -0.06 -0.04 0.10
H 0.337045 -4.886920 1.097703 0.03 0.22 0.27
H 0.742477 -4.265687 -0.503272 0.06 0.03 -0.04
C 0.080395 -4.137550 0.350760 -0.28 0.82 -0.79
H -1.460223 -3.012699 2.596930 0.14 0.04 0.17
H 0.138379 -3.514276 3.255925 -0.06 0.20 -0.10
H 2.312820 -3.416633 2.062349 -0.18 0.07 -0.03
H 2.448327 -1.634159 1.937403 0.07 -0.07 0.09
H -0.387654 -1.772271 3.252911 -0.01 -0.14 0.41
H 2.647054 -2.636709 0.488413 0.05 0.05 0.21
Cl -2.224133 0.776638 2.490094 0.79 -0.45 -0.91
C 1.526948 2.488270 4.010980 0.12 -0.62 -0.10
C 2.434592 2.634731 2.789970 0.29 1.07 -0.09
N 2.198495 1.675954 1.701478 0.10 -1.10 -0.97
C 1.416792 1.726755 0.614580 -0.74 2.20 1.69
S 1.492847 0.476313 -0.560217 -1.05 -0.91 0.37
N 0.487377 2.740314 0.459465 0.81 -0.59 -0.41
C 0.658302 4.209676 0.696482 -1.04 -0.86 0.79
C 1.858307 4.757559 -0.010517 -0.03 0.06 -0.43
H 0.474370 2.645027 3.768796 0.04 -0.01 -0.04
H 1.823132 3.210192 4.775823 -0.01 -0.06 -0.15
H 1.639425 1.478152 4.445584 -0.11 0.43 -0.14
H 2.349443 3.644069 2.339718 0.17 -0.64 0.49
H 3.495860 2.518799 3.076159 -0.52 -0.03 -0.15
H 2.682617 0.772247 1.769080 0.05 0.83 -0.13
H -0.269294 2.488780 -0.167903 0.59 0.25 -0.18
H -0.277267 4.664606 0.329008 0.43 -0.19 0.16
H 0.658161 4.337130 1.786706 0.07 0.36 -0.34
H 1.722545 4.666422 -1.094026 0.13 0.05 0.17
H 1.942109 5.807976 0.237830 0.21 0.24 -0.02
H 2.775043 4.242949 0.268462 0.12 0.04 0.04
```
Positions in Å, forces in eV/Å.

- charge = +2
- HOMO level (spin up / spin down) (eV) = -14.80 / -15.21
- 2S+1 = 3
- ⟨S²⟩ = 2.017

Atomic partial charges in e from the Löwdin method, atoms 1 to 5: number 1, C, carries -0.045; number 2, C, carries -0.672; number 3, H, carries 0.110; number 4, H, carries 0.105; number 5, H, carries 0.104

In order of appearance, F_max = 2.8, 2.5, 4.8 eV/A.
In order of appearance, relative energy (zero: lowest compared OMol25 entry of this formula, charge and spin) = 131.31, 0.00, 156.75 kJ/mol.